(1)
Density functional theory data (wB97M-V/def2-TZVPD) for a structure of composition C2H3I3O2.

Computed properties:
Orbital gap ... 8.41 eV

Positions of all 10 atoms, in Å:
1 C 0.15 -0.31 0.66
2 H 0.44 0.51 -2.40
3 O -0.90 -1.05 1.16
4 C -0.04 0.92 0.16
5 I -0.42 -0.75 -2.88
6 I 1.59 1.84 -0.65
7 I -2.02 1.65 0.08
8 H -1.55 -0.40 1.46
9 O 1.38 -0.78 0.96
10 H 1.38 -1.65 1.46


(2)
Density functional theory data (wB97M-V/def2-TZVPD) for a cluster of 2 separate species, C2H3I3O2 in total.

Computed properties:
Orbital gap ... 8.92 eV
SMILES string ... O=C(I)[C@@H](O)I.I

Positions of all 10 atoms, in Å:
1 H 1.30 0.00 -1.67
2 C -0.32 -0.40 -0.32
3 C 0.67 0.54 -1.00
4 I 2.31 0.88 0.44
5 I -2.31 0.55 -0.01
6 O -0.10 -1.43 0.14
7 I -0.67 -3.66 2.61
8 O 0.21 1.62 -1.66
9 H -1.97 -3.96 1.86
10 H -0.36 2.09 -0.99


Computed relative energies in units of kJ/mol: (1) 36.3; (2) 0.0


(1)
Density functional theory data (wB97M-V/def2-TZVPD) for an isolated molecule of C3H10N4S.

Computed properties:
Orbital gap ... 9.14 eV
SMILES string ... N/N=C(/CCS)NN

Positions of all 18 atoms, in Å:
1 N -0.52 0.92 1.38
2 H -0.41 -2.36 -1.86
3 H 0.64 -1.26 1.59
4 H -1.68 -1.27 0.98
5 C 0.43 -1.09 0.56
6 H 0.20 1.93 -0.75
7 H 1.26 -1.45 -0.09
8 N 1.28 0.41 -1.65
9 H -1.18 2.65 1.98
10 H -0.93 -2.82 0.67
11 H 2.02 1.00 -2.08
12 N 0.81 1.13 -0.53
13 H 0.51 0.22 -2.27
14 N -0.60 2.33 1.20
15 H 0.33 2.72 1.36
16 C -0.95 -1.75 0.34
17 C 0.25 0.38 0.52
18 S -1.47 -1.69 -1.37


(2)
Density functional theory data (wB97M-V/def2-TZVPD) for an isolated molecule of C3H10N4S.

Computed properties:
Orbital gap ... 9.36 eV
SMILES string ... NNCCC/N=N/S

Positions of all 18 atoms, in Å:
1 H 0.51 -1.02 1.35
2 H -4.36 0.33 -0.79
3 H 0.41 0.44 -1.43
4 C 1.82 -0.05 0.13
5 H -0.73 2.32 -0.02
6 H 2.32 0.46 0.96
7 H -0.23 -1.89 -0.58
8 H 0.13 1.58 1.37
9 C -0.28 1.40 0.38
10 H 0.77 -3.06 -0.01
11 N -2.35 0.62 -0.06
12 S -3.57 -0.49 -0.08
13 C 0.85 0.92 -0.55
14 N -1.27 0.36 0.50
15 H 2.58 -0.36 -0.59
16 N 1.24 -1.26 0.68
17 N 0.74 -2.11 -0.36
18 H 1.41 1.80 -0.89


Computed relative energies in units of kJ/mol: (1) 0.0; (2) 77.2


(1)
Density functional theory data (wB97M-V/def2-TZVPD) for a cluster of 2 separate species, C2H4FNO in total.

Computed properties:
Orbital gap (alpha / beta) ... 8.33 / 8.34 eV

Positions of all 9 atoms, in Å:
1 H 1.26 0.99 0.45
2 F -0.65 -1.93 0.60
3 N -0.65 0.22 0.47
4 H 1.52 -0.67 0.66
5 O -1.31 1.04 1.10
6 C 0.75 0.09 0.27
7 C -0.24 0.12 -0.86
8 H -0.24 0.93 -1.43
9 H -0.43 -0.80 -1.25


(2)
Density functional theory data (wB97M-V/def2-TZVPD) for a cluster of 2 separate species, C2H4FNO in total.

Computed properties:
Orbital gap ... 11.10 eV
SMILES string ... C#[N+][O-].CF

Positions of all 9 atoms, in Å:
1 N 1.53 -1.07 -0.13
2 C 1.82 -1.72 0.79
3 F -2.19 0.28 0.45
4 H 1.91 -1.79 1.83
5 O 1.26 -0.68 -1.24
6 H -1.52 -1.62 0.41
7 C -1.87 -0.88 -0.22
8 H -2.71 -1.27 -0.75
9 H -1.00 -0.71 -0.91


Computed relative energies in units of kJ/mol: (1) 284.1; (2) 0.0